Entry 1:
{
  "formula": "C9H13BrN2O2",
  "method": "the ωB97M-V functional and the def2-TZVPD basis",
  "elements": ["Br", "C", "C", "C", "N", "C", "C", "C", "C", "N", "H", "H", "H", "H", "H", "H", "H", "H", "H", "H", "C", "C", "O", "O", "H", "H", "H"],
  "positions_angstrom": [[-4.346, -0.768, 4.222], [-3.689, -1.478, 2.490], [-2.190, -0.930, 2.272], [-1.557, -1.755, 1.043], [-1.030, -0.796, -0.017], [-2.038, 0.038, -0.564], [-1.556, 1.089, -1.631], [-0.035, 1.008, -1.880], [0.851, -0.036, -1.171], [0.266, -0.914, -0.237], [-4.347, -1.220, 1.591], [-3.611, -2.611, 2.597], [-1.552, -1.191, 3.199], [-2.133, 0.203, 2.165], [-0.717, -2.412, 1.456], [-2.306, -2.467, 0.534], [-3.139, -0.017, -0.238], [-2.269, 1.810, -2.142], [0.471, 1.728, -2.611], [1.985, -0.097, -1.369], [5.299, 1.747, -1.238], [3.898, 1.264, -1.592], [3.831, 0.108, -2.090], [2.975, 2.081, -1.343], [6.052, 0.994, -1.478], [5.530, 2.657, -1.798], [5.357, 1.966, -0.169]],
  "energy_ha": -3184.55342,
  "max_force_ev_per_a": 5.30,
  "homo_energy_ha": -0.27596,
  "orbital_gap_ev": 5.664
}

Entry 2:
{
  "formula": "C9H13Cl2I2LuNOP",
  "method": "the ωB97M-V functional and the def2-TZVPD basis",
  "elements": ["I", "I", "Lu", "P", "C", "C", "H", "H", "H", "C", "H", "H", "H", "H", "H", "H", "C", "O", "Cl", "Cl", "C", "C", "C", "C", "N", "C", "H", "H", "H", "H"],
  "positions_angstrom": [[0.899, 1.235, -1.812], [0.924, -1.673, -1.211], [-0.383, 0.292, 1.109], [-2.418, -0.212, -1.226], [-2.228, -0.534, -3.034], [-3.603, -1.566, -0.845], [-3.784, 1.574, -0.328], [-4.539, 0.855, -1.789], [-3.157, 1.988, -1.955], [-3.597, 1.195, -1.340], [-3.783, -1.576, 0.236], [-4.548, -1.398, -1.377], [-3.217, -0.623, -3.501], [-1.672, -1.465, -3.186], [-3.171, -2.526, -1.153], [-1.686, 0.298, -3.497], [3.021, -0.539, -3.224], [4.150, -0.540, -3.099], [-2.153, 0.528, 2.676], [4.401, -2.062, 3.524], [3.603, -0.650, 2.987], [4.266, 0.577, 3.014], [3.589, 1.684, 2.504], [2.288, 1.549, 2.041], [1.608, 0.368, 2.116], [2.297, -0.753, 2.517], [5.281, 0.637, 3.387], [4.066, 2.660, 2.468], [1.758, 2.382, 1.573], [1.790, -1.705, 2.425]],
  "energy_ha": -3572.89573,
  "max_force_ev_per_a": 2.44,
  "homo_energy_ha": -0.58349,
  "charge": 2,
  "orbital_gap_ev": 5.492
}

Computed relative energy (zero: lowest compared OMol25 entry of this formula, charge and spin), in the same sequence as the records: 3.017; 0.000 eV.